C12H27I2N2NbO7P | the ωB97M-V functional and the def2-TZVPD basis

Structure (XYZ):
```
52
Properties=species:S:1:pos:R:3
C -1.52 -0.77 -0.89
C -0.52 -0.85 -2.03
I 1.17 -2.06 -1.37
C -0.03 0.52 -2.55
I -1.01 0.90 -4.44
Nb -0.36 2.54 -1.48
C 1.71 3.12 -2.13
C 2.72 2.82 -1.03
O 2.25 3.23 0.26
C 3.13 1.34 -0.95
N 3.53 0.75 -2.22
P -0.58 4.55 0.21
N -2.14 4.62 0.52
H -1.04 -0.44 0.03
H -1.98 -1.75 -0.69
H -2.31 -0.04 -1.16
H -0.91 -1.47 -2.84
H 1.03 0.46 -2.80
H -0.21 1.73 0.20
H -2.16 2.33 -1.77
H -0.80 3.75 -2.80
H 1.98 2.55 -3.04
H 1.75 4.18 -2.43
H 3.63 3.43 -1.18
H 1.93 2.47 0.77
H 3.91 1.27 -0.17
H 2.26 0.78 -0.57
H 4.53 0.80 -2.37
H 3.27 -0.23 -2.26
H 0.19 4.54 1.40
H -0.02 5.73 -0.35
H -2.61 5.45 0.17
C -0.50 -4.99 0.56
C 0.48 -5.77 -0.30
O 0.76 -6.91 0.52
C -0.27 -7.09 1.38
O -0.42 -8.05 2.07
O -1.12 -6.04 1.33
H -1.27 -4.47 0.00
H -0.01 -4.30 1.24
H 0.03 -6.12 -1.23
H 1.40 -5.24 -0.51
C -2.81 -0.19 3.14
C -2.39 0.77 4.25
O -0.97 0.64 4.24
C -0.58 0.23 3.00
O 0.54 0.20 2.62
O -1.66 -0.16 2.29
H -3.67 0.14 2.57
H -2.95 -1.21 3.50
H -2.65 1.80 4.02
H -2.75 0.50 5.24
```

Calculated values
Total charge: -1
Orbital gap in hartree: 0.225
LUMO energy in eV: 2.079

Results of the natural (NBO) charge analysis, in e, for atoms 1 through 4: number 1, C, carries -0.6673; number 2, C, carries -0.2638; number 3, I, carries -0.0458; number 4, C, carries -0.7728